C4H6Cl2N2P2 | ωB97M-V/def2-TZVPD

XYZ file:
```
16
Properties=species:S:1:pos:R:3:forces:R:3
C -0.745224 0.765729 0.514767 -1.956 -2.493 -0.758
C -2.022130 0.098991 0.312514 1.014 0.105 -0.770
C -0.628536 1.911483 1.423258 6.398 -0.973 -1.220
C 1.705021 0.577816 0.204212 2.054 1.108 1.987
N 0.157627 -0.872665 -0.795911 2.307 0.391 -0.216
N 0.362476 0.200003 -0.034590 -1.074 -1.069 -1.085
P -1.407268 -1.146408 -0.844027 -0.953 1.405 1.351
P -1.581733 -3.020210 -2.105896 -1.654 0.428 0.579
Cl -0.545379 -4.268951 -0.953721 0.385 -0.920 0.915
Cl -0.134646 -2.513161 -3.326226 1.038 0.474 -1.443
H 0.077761 1.530230 2.243950 -1.132 0.930 -0.624
H -1.567173 2.007680 1.739564 -3.515 1.773 1.496
H 0.000852 2.681313 0.829225 -1.796 -0.314 1.399
H 1.746685 1.651000 0.651934 0.017 -2.272 -0.319
H 2.244759 -0.241998 0.795505 -0.920 1.434 -0.117
H 2.336909 0.639149 -0.654559 -0.213 -0.007 -1.173
```
Positions in Å, forces in eV/Å.

## Properties
**Highest occupied orbital energy**: -8.2 eV
**Calculated total energy**: -1868.4940 hartree
**Frontier orbital gap**: 7.9 eV
**LUMO energy**: -0.0132 hartree

Now the Mulliken charges, all in e: 1.0701, -0.9792, -1.4626, -0.7830, -0.6662, 0.4673, 0.5662, 0.1867, -0.1339, -0.1156, 0.3226, 0.4125, 0.2619, 0.2907, 0.2565, 0.3060

***

C34H32BF9IMoN4O5PTe2 | ωB97M-V/def2-TZVPD

XYZ file:
```
90
Properties=species:S:1:pos:R:3:forces:R:3
Mo 0.021566 0.478959 0.412428 2.200 1.931 -1.551
C -3.062637 -3.368783 1.762799 -0.030 0.079 -0.192
C -3.637427 -2.000912 1.551670 -0.384 -0.404 0.365
N -4.737357 -1.675062 2.168957 0.322 -0.929 -0.106
C -5.201962 -0.420892 2.111360 -0.115 1.110 -0.343
C -4.550225 0.588639 1.454460 -0.688 -0.158 0.138
C -5.028198 2.020641 1.506040 -0.521 -0.123 -0.064
O -3.997027 2.968681 1.600946 0.094 0.150 -0.135
C -3.384614 0.273517 0.717942 0.094 -0.281 0.090
C -2.855016 1.166924 -0.227393 0.631 -0.388 -0.358
N -1.619939 1.062987 -0.709181 -2.214 0.344 -0.053
C -1.425991 1.754924 -1.910201 -0.124 0.795 -0.975
C -1.666793 3.127966 -2.008532 0.033 -0.174 0.202
C -1.510266 3.795596 -3.209628 -0.082 0.019 -0.132
C -1.145584 3.100442 -4.350569 -0.028 0.077 -0.073
C -0.935665 1.732330 -4.282462 0.006 0.008 0.038
C -1.068784 1.072157 -3.074461 -0.089 -0.608 0.084
I -0.795538 -1.010530 -2.984411 -0.125 0.320 -0.277
C -2.914046 -1.097866 0.688298 0.111 0.150 -1.070
O -2.018066 -1.496034 -0.096527 -0.366 -0.368 0.456
H -3.855707 -4.101618 1.885446 -0.099 -0.048 0.008
H -2.471378 -3.355728 2.678044 0.118 0.017 0.094
H -2.419359 -3.626923 0.923924 0.040 -0.095 0.025
H -6.107637 -0.236525 2.675815 0.034 0.175 0.097
H -5.728271 2.131877 2.346373 -0.016 -0.102 -0.147
H -5.575633 2.256611 0.577160 0.062 -0.008 0.181
H -3.572135 2.850824 2.472442 0.190 0.067 0.444
H -3.519752 1.901904 -0.685921 0.177 -0.035 0.073
H -1.955045 3.666745 -1.114300 0.013 -0.025 0.099
H -1.679623 4.863406 -3.257471 -0.005 0.039 0.030
H -1.045003 3.611136 -5.299071 0.041 0.051 -0.036
H -0.670737 1.171443 -5.166805 0.029 -0.036 -0.031
Te -0.438680 2.757761 1.779865 0.537 0.977 -0.687
N 0.829582 -2.194880 2.604331 -0.605 0.493 -0.429
C 2.031583 -1.539368 3.144831 0.819 0.585 0.105
C 2.602064 -0.380151 2.261494 -0.181 -0.980 0.945
O 3.746955 -0.037834 2.513962 0.013 0.060 0.137
O 1.843974 0.134104 1.387820 -0.307 0.415 -0.711
H 0.329413 -2.709817 3.331308 -0.020 0.235 -0.182
H 1.047969 -2.811897 1.816475 -0.032 -0.034 0.084
H 0.130317 -1.431545 2.244513 0.894 -1.257 0.738
H 2.835945 -2.261299 3.302072 -0.194 -0.001 -0.188
H 1.769679 -1.083133 4.102413 -0.081 -0.035 -0.218
F 3.146002 -3.080171 0.624861 0.714 0.189 0.579
B 2.109564 -3.151350 -0.287972 -0.097 0.152 0.183
F 1.458342 -1.902490 -0.345617 -0.357 0.548 -0.203
F 1.195656 -4.082897 0.189497 -0.701 -0.637 0.286
F 2.574862 -3.489873 -1.531967 0.308 -0.235 -1.029
F -2.767097 2.457559 4.033252 0.421 -0.116 -1.226
Te -1.688285 0.649849 3.377662 -1.120 -1.456 7.820
F -1.335031 -1.284032 3.997775 -0.165 0.604 -1.011
F -3.473820 -0.007466 4.191529 1.028 0.376 -1.123
F 0.354982 0.609019 3.728240 -0.719 0.094 -0.450
F -1.385537 0.816817 5.306666 -0.268 0.373 -0.959
O -0.712366 -0.362385 1.645215 -1.553 -2.692 2.463
N 1.021456 1.216044 -0.951820 1.521 0.656 -1.361
P 2.242665 1.632564 -1.812693 1.478 0.521 -1.018
C 3.910296 1.439720 -1.082132 -0.554 -0.003 0.032
C 4.057342 1.833750 0.240857 -0.146 0.076 -0.063
C 5.298132 1.765413 0.847496 0.139 0.090 -0.018
C 6.395221 1.321999 0.128917 0.002 0.073 0.054
C 6.252572 0.944687 -1.196509 0.143 -0.026 -0.091
C 5.013237 1.000770 -1.805067 -0.067 -0.051 -0.166
C 2.272698 3.426727 -2.194096 -0.229 -0.453 0.174
C 3.220342 3.975543 -3.049048 0.029 -0.088 -0.022
C 3.227325 5.335293 -3.292769 0.115 0.034 -0.091
C 2.305583 6.156370 -2.661738 -0.110 0.105 0.036
C 1.387768 5.618627 -1.776077 0.042 0.106 0.007
C 1.373654 4.255330 -1.542854 -0.042 -0.232 0.133
C 2.404203 0.765760 -3.415124 -0.191 0.112 0.483
C 2.664345 -0.598483 -3.322167 0.036 0.087 0.103
C 2.839164 -1.351640 -4.467071 0.075 -0.022 -0.030
C 2.759131 -0.740927 -5.708460 -0.011 -0.060 -0.027
C 2.462166 0.608989 -5.803824 -0.003 0.061 -0.176
C 2.269265 1.364075 -4.659399 0.032 0.100 0.121
H 3.185772 2.161502 0.793363 0.070 -0.073 0.110
H 5.398742 2.030013 1.886707 -0.037 -0.005 0.125
H 7.365945 1.260328 0.602371 0.036 -0.014 0.053
H 7.108702 0.594157 -1.757083 0.048 -0.034 -0.032
H 4.904570 0.695899 -2.837234 0.021 -0.035 -0.010
H 3.952663 3.332925 -3.515141 0.113 -0.037 -0.087
H 3.957031 5.758888 -3.969792 0.043 0.018 -0.028
H 2.310747 7.219275 -2.855037 0.012 0.114 -0.009
H 0.683748 6.251734 -1.257767 -0.076 0.101 0.040
H 0.678676 3.816707 -0.838647 -0.112 0.027 -0.008
H 2.720120 -1.059733 -2.346173 0.005 -0.196 0.081
H 3.033202 -2.408833 -4.380767 0.022 -0.137 0.036
H 2.919267 -1.320146 -6.607541 -0.021 -0.052 -0.063
H 2.384632 1.078642 -6.775616 -0.036 0.022 -0.053
H 2.014256 2.412887 -4.732430 0.009 0.006 -0.040
```
Positions in Å, forces in eV/Å.

## Properties
**Total charge**: -2
**Highest occupied orbital energy (alpha / beta)**: -2.5 / -2.5 eV
**2S+1**: 3
**Calculated total energy**: -4077.3696 hartree
**Frontier orbital gap (alpha / beta)**: 6.1 / 5.1 eV
**LUMO energy (alpha / beta)**: 0.1340 / 0.0950 hartree

Now the Mulliken charges, all in e: -1.6071, -1.4644, 0.5700, -0.5998, -1.3493, 1.8375, -1.3091, -0.4291, 0.1858, -0.9672, 1.3229, -0.5947, -0.0360, -0.7618, -0.7182, -0.3146, -0.0718, 0.1475, 0.6754, -0.5598, 0.4708, 0.0799, 0.3058, 0.3801, 0.3620, 0.3782, 0.3396, 0.3950, 0.4841, 0.3945, 0.3794, 0.5141, -0.0822, 0.4051, -1.0349, 0.4678, -0.7046, -0.3164, 0.4623, 0.3793, -1.1344, 0.4112, 0.3837, -0.3453, -0.1758, 0.1639, -0.4004, -0.3588, -0.6880, 1.1520, -0.6176, -0.5280, -0.6376, -0.3891, 2.3992, 2.2800, -0.3253, 1.1217, -0.6550, -0.6605, -0.6287, -0.6730, -0.5242, 0.7624, -0.6093, -0.8853, -0.5478, -0.7418, -0.1672, 1.1368, -0.9934, -0.7559, -0.6113, -0.6504, -0.8282, 0.4261, 0.3881, 0.3573, 0.3954, 0.3410, 0.5338, 0.4115, 0.3852, 0.5052, -0.2876, 0.4622, 0.5163, 0.3689, 0.3891, 0.5118

***

C2H7NOS2 | ωB97M-V/def2-TZVPD

XYZ file:
```
13
Properties=species:S:1:pos:R:3:forces:R:3
C -2.410661 3.598853 -4.066491 -0.617 -0.228 0.596
S -2.929107 2.043474 -4.886036 -0.128 0.116 0.801
S -3.327738 0.877685 -3.185573 -0.100 0.353 -0.383
H -2.740628 4.531538 -4.518856 0.275 -0.255 -0.778
H -1.348995 3.497376 -3.945655 0.501 0.521 -0.014
H -2.864261 3.674923 -3.078810 -0.019 -0.446 0.073
H -2.138752 0.935822 -2.555314 0.088 -0.061 -0.294
C 2.677422 -2.709378 3.934200 2.216 -0.951 1.559
N 3.193915 -3.664270 4.774954 -0.820 -0.342 0.275
O 3.451834 -2.160133 3.185818 -1.189 0.671 -0.715
H 1.636125 -2.516728 4.214838 -0.313 0.416 -0.804
H 4.164377 -3.901451 4.714485 0.238 0.057 -0.222
H 2.636468 -4.207712 5.412441 -0.133 0.150 -0.094
```
Positions in Å, forces in eV/Å.

## Properties
**Highest occupied orbital energy**: -8.8 eV
**Calculated total energy**: -1006.7595 hartree
**Frontier orbital gap**: 9.3 eV
**LUMO energy**: 0.0179 hartree
**SMILES string**: NC=O.CSS

Now the Mulliken charges, all in e: -0.8217, -0.0347, -0.2145, 0.3184, 0.3084, 0.2872, 0.1570, 0.2052, -0.3388, -0.5560, 0.2828, 0.2157, 0.1911

***

C3H3NO2S | ωB97M-V/def2-TZVPD

XYZ file:
```
10
Properties=species:S:1:pos:R:3:forces:R:3
C 0.067096 0.065010 -0.205545 -1.603 -0.272 0.356
C 1.292017 0.268666 0.646329 -2.623 -1.120 0.804
C 0.021991 0.553203 -1.614789 0.439 -0.059 -0.473
H -2.543287 -1.264120 1.623976 -0.157 -0.106 -0.073
H 1.106586 0.194845 1.741358 0.128 0.363 -0.042
H -0.914562 0.197235 -2.128182 0.536 0.421 0.044
N -1.052361 -0.486817 0.163766 1.345 0.657 -0.093
O 2.354247 0.323304 0.163049 2.697 0.415 -0.732
O 0.898687 1.212538 -2.119398 -0.881 -0.324 0.103
S -1.230414 -1.063864 1.729436 0.119 0.023 0.107
```
Positions in Å, forces in eV/Å.

## Properties
**Highest occupied orbital energy**: -9.7 eV
**Calculated total energy**: -719.4694 hartree
**Frontier orbital gap**: 8.7 eV
**LUMO energy**: -0.0366 hartree
**SMILES string**: O=CC(C=O)=NS

Now the Mulliken charges, all in e: 0.7501, -0.1604, -0.0691, 0.1733, 0.3058, 0.3229, -0.3825, -0.3561, -0.4542, -0.1299

***

> Which of these has the lowest calculated total energy?

C34H32BF9IMoN4O5PTe2